(1)
This record from OMol25 describes 2 unconnected molecules or ions with the total composition C6H16NO. The level of theory is wB97M-V/def2-TZVPD.

```
24
Properties=species:S:1:pos:R:3
O -1.8602 0.8390 -3.0649
N -0.4177 0.8253 -0.7479
C 1.0014 0.8126 2.2291
C -0.4714 -1.4747 -1.6046
C -0.7723 -0.6056 -0.3987
C -0.0755 -1.0570 0.8897
C 1.2187 -0.3123 1.2620
C 1.8721 1.1757 3.1565
H 1.8000 2.0504 3.7783
H 0.5876 0.8778 -0.8286
H -0.8179 1.1687 -1.6270
H -0.7489 -1.0101 1.7414
H 0.1283 1.4585 2.1094
H -0.7085 -2.5167 -1.4154
H -0.7007 1.4787 -0.0180
H -1.8485 -0.5761 -0.3739
H 2.7521 0.5821 3.3165
H -0.9241 -1.1709 -2.5457
H -2.7892 0.8415 -2.8169
H 0.2003 -2.0716 0.7000
H 1.7775 0.0017 0.3600
H 0.6039 -1.5447 -1.7865
H 1.9763 -0.9770 1.6402
H -1.7833 1.2046 -3.9550
```

Values from the calculation:
- total charge = +1
- LUMO (eV) = -3.10
- orbital gap (eV) = 10.01
- HOMO level (eV) = -13.1

(2)
This record from OMol25 describes a gas-phase ion, C4H7Cl2N4 (charge +1). The level of theory is wB97M-V/def2-TZVPD.

```
17
Properties=species:S:1:pos:R:3
Cl -0.5861 -2.3609 1.8718
Cl -2.8107 -0.4328 0.1607
N -1.2624 -1.0822 -1.8891
N 0.1258 -2.3274 -0.7048
N 0.2805 0.5092 1.7782
N 1.2551 0.3394 -0.3196
C -0.5699 -2.2072 -1.7812
C 0.2553 -0.2427 0.4477
C -1.6928 -0.1211 -1.1714
C 0.0519 -1.5858 0.4225
H -0.0396 1.4552 1.4828
H -0.7019 -3.0257 -2.4381
H -0.5173 0.1857 2.4415
H -1.4461 0.9012 -1.2547
H 1.8438 -0.2131 -0.9472
H 1.0827 1.1343 -0.8136
H 1.2508 0.4089 2.1972
```

Values from the calculation:
- total charge = +1
- LUMO (eV) = -4.14
- SMILES = N\C([NH3+])=C(Cl)/N=C\N=C/Cl
- orbital gap (eV) = 8.63
- HOMO level (eV) = -12.8

(3)
This record from OMol25 describes a single C3H5N3 molecule. The level of theory is wB97M-V/def2-TZVPD.

```
11
Properties=species:S:1:pos:R:3
N 0.7483 -1.2825 -0.1638
N 0.4781 1.5222 0.3667
N -1.6408 1.5729 -0.1640
C -0.5773 0.8268 0.0397
C -0.5482 -0.7077 0.0841
C 1.7451 -0.5320 -0.1957
H 2.7614 -0.8905 -0.3638
H -0.8902 -1.0524 1.0674
H 1.6604 0.6042 -0.0568
H -1.2610 -1.0798 -0.6605
H -2.4759 1.0189 0.0466
```

Values from the calculation:
- total charge = 0
- LUMO (alpha / beta) (eV) = -1.79 / -1.01
- orbital gap (alpha / beta) (eV) = 7.27 / 8.85
- HOMO level (alpha / beta) (eV) = -9.1 / -9.9

(4)
This record from OMol25 describes 2 unconnected molecules or ions with the total composition C2HBr3. The level of theory is wB97M-V/def2-TZVPD.

```
6
Properties=species:S:1:pos:R:3
Br 0.9773 0.4182 2.2343
Br -2.7229 -0.2300 0.5769
Br -0.5682 -0.0232 -1.9802
C 0.2329 0.0659 0.6989
C 0.5910 -0.0791 -0.5176
H 1.4899 -0.1518 -1.0122
```

Values from the calculation:
- total charge = 0
- LUMO (alpha / beta) (eV) = -2.99 / -2.99
- orbital gap (alpha / beta) (eV) = 6.35 / 6.35
- HOMO level (alpha / beta) (eV) = -9.3 / -9.3

(5)
This record from OMol25 describes 14 unconnected molecules or ions with the total composition C6H39NO13. The level of theory is wB97M-V/def2-TZVPD.

```
59
Properties=species:S:1:pos:R:3
O 0.5228 -3.2551 -3.8714
O 1.4503 -0.5323 3.2984
O -3.0005 -1.1476 -2.5949
O -1.2811 2.0399 2.3531
O 1.3704 2.0468 2.9380
O -2.8628 2.3424 0.2350
O 1.6600 -3.8607 3.0588
O -0.9407 -2.2418 3.9828
O -0.7198 -4.2412 0.9466
O -1.5662 0.9102 -3.5899
O -3.4371 -0.2273 -0.1973
O -1.2649 2.9364 -1.8059
O -1.6408 -0.4521 1.8808
N 0.4836 -1.6833 0.5129
C 1.4172 -0.9485 -0.4788
C 0.8469 0.3335 -1.1633
C 2.3753 0.8542 -3.0855
C 1.9880 1.1771 -1.7593
C 3.2881 2.4192 -0.1416
C 2.2583 2.5605 -1.1737
H 1.4043 -4.2329 2.2664
H 2.1432 2.4385 3.1595
H 1.5476 1.1563 2.9159
H -2.5641 -0.4210 0.1817
H 0.5298 -0.8868 3.6209
H 0.6354 -1.1784 1.3722
H -1.9048 1.2571 -4.3678
H -1.6165 2.4089 1.5802
H -1.0744 -2.1930 3.0440
H 2.3028 -0.6449 0.1195
H 2.9218 1.9703 0.8320
H 2.8768 1.4257 -3.8422
H 2.1275 -0.1375 -3.5583
H -1.2504 0.3729 2.1262
H 3.7778 3.4212 0.1487
H -1.7967 -2.1570 4.4087
H -0.4887 2.4871 -1.5095
H -0.5438 -1.5796 0.2666
H 2.7523 3.1927 -2.0135
H 0.2115 0.9603 -0.3001
H 0.1115 0.1547 -2.0723
H -2.4092 -0.4152 -2.8481
H 0.3849 -3.4086 -2.8499
H -3.6672 2.8503 0.1095
H -3.0073 1.4363 0.0074
H -0.4359 2.4304 2.1916
H -1.6633 1.6013 -2.9223
H -0.1042 -3.6172 0.4811
H 4.3329 1.9016 -0.4432
H 0.9283 -3.7307 3.5275
H -2.5948 -0.5434 2.1599
H 0.2017 -2.3027 -3.9582
H -3.7971 -1.2550 -3.2915
H -3.5071 -0.5614 -1.0949
H -1.2528 -4.5244 0.3590
H 1.4028 3.0755 -0.8476
H -1.8562 2.7938 -1.0590
H 2.2051 -0.8810 3.8532
H 1.7895 -1.6948 -1.0981
```

Values from the calculation:
- total charge = 0
- LUMO (eV) = 0.07
- orbital gap (eV) = 9.09
- HOMO level (eV) = -9.0

(6)
This record from OMol25 describes 2 unconnected molecules or ions with the total composition C12H16N2. The level of theory is wB97M-V/def2-TZVPD.

```
30
Properties=species:S:1:pos:R:3
N 1.6093 -1.9015 1.6847
N 2.0562 -1.3339 -0.4023
C 0.9913 -2.2171 -0.4083
C -1.8671 1.5468 1.0506
C -0.6452 -1.6031 -2.4326
C 2.4315 -1.1993 0.8552
C 0.8759 2.1072 1.4174
C -1.0131 1.9589 -0.0525
C 0.4398 -2.4933 -1.8097
C -1.5733 2.3282 -1.3972
C -1.2262 1.2254 2.2217
C 0.7315 -2.5991 0.8695
C 0.0886 1.6720 2.4469
C 0.3223 2.1987 0.1277
H -1.6861 -2.0469 -2.3199
H -0.8388 -0.6000 -2.0805
H 1.8213 2.4809 1.7127
H -1.5781 3.3995 -1.3908
H -0.5692 -1.5425 -3.5423
H 0.4339 1.7087 3.4595
H 1.4074 -2.3664 -2.4268
H 0.1836 -3.5406 -2.0144
H 3.0940 -0.4352 1.2233
H 0.9463 2.5083 -0.6966
H -2.9251 1.3506 0.9015
H -0.8076 2.1457 -2.1774
H -1.7961 0.6475 2.9387
H -0.1562 -3.1420 1.1778
H -2.5374 1.9038 -1.5712
H 1.7864 -2.1613 2.6352
```

Values from the calculation:
- total charge = 0
- LUMO (eV) = 0.86
- SMILES = CCc1c[nH]cn1.Cc1ccccc1
- orbital gap (eV) = 9.43
- HOMO level (eV) = -8.6